No. 1
Formula: C8H13ClN2
Source: the Open Molecules 2025 dataset
Level of theory: ωB97M-V with the def2-TZVPD basis set

Last column: Löwdin charge in e.
Atoms and positions in Å:
1 C 2.961 -0.195 0.305  -0.071
2 C 1.605 -0.126 -0.395  -0.449
3 C 1.759 -0.864 -1.753  -0.061
4 N 0.658 -0.847 0.464  0.150
5 C -0.541 -0.561 0.776  -0.359
6 C -1.049 -1.460 1.709  -0.212
7 N -1.418 -2.247 2.455  0.201
8 C -1.426 0.645 0.496  -0.763
9 C -2.789 0.494 1.119  -0.142
10 C -1.537 1.118 -0.983  -0.080
11 Cl -0.514 1.931 1.485  0.631
12 H 3.258 -1.218 0.450  0.077
13 H 3.615 0.275 -0.417  0.076
14 H 2.922 0.220 1.276  0.063
15 H 1.373 0.999 -0.525  0.132
16 H 1.714 -2.016 -1.630  0.121
17 H 2.649 -0.511 -2.299  0.076
18 H 0.990 -0.413 -2.370  0.052
19 H -3.564 1.278 0.967  0.093
20 H -2.689 0.206 2.186  0.074
21 H -3.351 -0.503 0.730  0.145
22 H -2.336 1.902 -1.224  0.111
23 H -1.660 0.208 -1.458  0.052
24 H -0.630 1.684 -1.366  0.085

The SMILES is CC(C)/N=C(/C#N)C(C)(C)Cl. The HOMO-LUMO gap is 0.3662 Ha. The molecular weight is 172.7 g/mol. As for the energy above the lowest of the compared OMol25 structures with the same formula, charge and spin: 20.92 kcal/mol. As for the HOMO energy: -0.369 hartree. The value obtained for the energy is -24007.510 eV. The calculation puts the LUMO energy at -0.0029 Ha.


No. 2
Formula: C8H13ClN5
Source: the Open Molecules 2025 dataset
Level of theory: ωB97M-V with the def2-TZVPD basis set

Last column: Löwdin charge in e.
Atoms and positions in Å:
1 N 3.650 0.845 0.954  0.131
2 C 2.582 0.619 0.198  -0.490
3 N 1.861 1.578 -0.268  0.040
4 N 0.904 1.362 -1.246  0.119
5 N 2.492 -0.703 -0.447  -0.390
6 Cl 3.511 -1.895 0.364  0.737
7 N 1.208 -1.309 -0.537  -0.121
8 C 0.421 -1.435 0.665  -0.179
9 C -0.912 -0.819 0.409  -0.270
10 C -1.312 0.425 0.801  -0.106
11 C -2.582 0.814 0.578  -0.097
12 C -3.302 0.168 -0.365  -0.081
13 C -2.973 -1.138 -0.753  -0.025
14 C -1.748 -1.640 -0.322  -0.032
15 H 3.849 1.804 1.287  0.146
16 H 4.221 -0.021 1.323  0.103
17 H 0.811 0.259 -1.422  0.167
18 H 1.147 1.788 -2.179  0.200
19 H -0.059 1.499 -0.875  0.147
20 H 1.489 -2.230 -0.838  0.101
21 H 1.134 -1.020 1.490  0.149
22 H 0.203 -2.407 1.050  0.121
23 H -0.618 0.851 1.550  0.136
24 H -3.030 1.854 0.797  0.153
25 H -4.242 0.584 -0.736  0.119
26 H -3.362 -1.719 -1.527  0.095
27 H -1.402 -2.599 -0.700  0.125

The charge is +1. The SMILES is N/C(=N/[NH3+])N(Cl)NCc1ccccc1. The HOMO-LUMO gap is 0.3564 Ha. The molecular weight is 214.7 g/mol. As for the energy above the lowest of the compared OMol25 structures with the same formula, charge and spin: 87.75 kcal/mol. As for the HOMO energy: -0.472 hartree. The value obtained for the energy is -28469.266 eV. The calculation puts the LUMO energy at -0.1154 Ha.


No. 3
Formula: C8H13ClO2Si
Source: the Open Molecules 2025 dataset
Level of theory: ωB97M-V with the def2-TZVPD basis set

Last column: Löwdin charge in e.
Atoms and positions in Å:
1 C 1.797 2.451 0.955  0.054
2 C 1.105 1.409 0.577  -0.291
3 C -0.257 1.608 0.203  -0.490
4 O -0.701 2.734 0.046  0.084
5 O -0.974 0.469 -0.037  0.007
6 C -2.157 0.740 -0.701  -0.121
7 C -3.104 -0.126 -0.998  -0.125
8 C -3.038 -1.438 -0.416  -0.107
9 Si 1.941 -0.271 0.304  0.294
10 C 1.336 -0.900 -1.370  -0.193
11 C 1.971 -1.443 1.826  -0.174
12 Cl 3.906 0.297 -0.135  0.330
13 H 1.238 3.417 0.927  0.109
14 H 2.833 2.319 1.169  0.029
15 H -2.148 1.776 -0.949  0.107
16 H -3.920 0.261 -1.610  0.119
17 H -2.037 -1.913 -0.244  0.103
18 H -3.637 -1.499 0.477  0.086
19 H -3.465 -2.147 -1.008  0.036
20 H 0.907 -1.860 -1.451  0.009
21 H 0.561 -0.218 -1.799  0.045
22 H 2.164 -0.804 -2.099  0.026
23 H 2.071 -0.837 2.656  -0.010
24 H 0.921 -1.757 1.893  0.032
25 H 2.687 -2.268 1.783  0.038

The SMILES is C=C(C(=O)O/C=C\C)[Si](C)(C)Cl. The HOMO-LUMO gap is 0.3471 Ha. The molecular weight is 204.7 g/mol. As for the energy above the lowest of the compared OMol25 structures with the same formula, charge and spin: 14.30 kcal/mol. As for the HOMO energy: -0.342 hartree. The value obtained for the energy is -33002.218 eV. The calculation puts the LUMO energy at 0.0048 Ha.


No. 4
Formula: C8H13F3N3
Source: the Open Molecules 2025 dataset
Level of theory: ωB97M-V with the def2-TZVPD basis set

Last column: Löwdin charge in e.
Atoms and positions in Å:
1 C -2.583 0.180 -0.994  -0.048
2 C -2.601 1.103 -0.003  -0.155
3 C -1.688 -0.913 -0.838  -0.156
4 C -0.803 0.044 0.994  -0.142
5 C 1.648 2.383 0.784  -0.030
6 C 0.531 1.785 -1.369  0.088
7 C 1.217 1.419 -0.324  -0.292
8 C 2.101 0.139 -0.375  -0.511
9 N -0.837 -1.031 0.182  0.018
10 N -1.600 1.090 0.847  0.239
11 N 0.613 -3.123 0.444  0.260
12 F 1.773 -0.827 -1.306  0.100
13 F 3.383 0.455 -0.479  0.182
14 F 2.008 -0.611 0.800  0.048
15 H -3.310 0.308 -1.894  0.163
16 H -3.313 1.944 0.027  0.145
17 H -1.577 -1.674 -1.600  0.111
18 H 0.001 0.098 1.694  0.127
19 H 0.768 3.065 1.126  0.121
20 H 2.399 3.050 0.477  0.069
21 H 1.880 1.693 1.653  0.097
22 H -0.146 2.722 -1.279  0.137
23 H 0.328 1.174 -2.127  0.034
24 H 0.128 -2.092 0.305  0.059
25 H 1.160 -2.898 1.196  0.079
26 H 1.180 -3.440 -0.317  0.127
27 H -0.120 -3.793 0.580  0.133

The charge is +1. The HOMO-LUMO gap (spin up / spin down) is 0.2365 / 0.2457 Ha. The molecular weight is 208.2 g/mol. As for the energy above the lowest of the compared OMol25 structures with the same formula, charge and spin: 0.83 kcal/mol. As for the HOMO energy (spin up / spin down): -0.355 / -0.502 hartree. The value obtained for the energy is -21118.104 eV. The calculation puts the LUMO energy (spin up / spin down) at -0.1180 / -0.2566 Ha. Its spin multiplicity is 3.


No. 5
Formula: C8H13F8O2PS
Source: the Open Molecules 2025 dataset
Level of theory: ωB97M-V with the def2-TZVPD basis set

Last column: Löwdin charge in e.
Atoms and positions in Å:
1 C 2.921 -1.116 1.032  -0.094
2 C 1.398 -1.109 1.260  -0.265
3 C 0.802 0.258 1.697  -0.313
4 P 0.173 1.289 0.311  0.832
5 C 1.917 1.758 -0.351  -0.309
6 C 2.099 1.085 -1.701  -0.312
7 F 3.355 1.243 -2.224  -0.032
8 S -1.991 1.001 0.873  0.561
9 O -2.206 1.272 2.268  -0.341
10 O -2.770 1.915 0.079  -0.349
11 C -2.681 -0.723 0.602  -0.548
12 F -1.842 -1.656 1.006  0.136
13 F -3.726 -0.811 1.395  0.149
14 C -3.206 -1.054 -0.815  -0.432
15 F -3.702 -2.287 -0.741  0.172
16 F -4.183 -0.275 -1.184  0.203
17 C -2.133 -1.073 -1.947  -0.633
18 F -0.963 -1.503 -1.548  0.186
19 F -2.550 -1.905 -2.876  0.198
20 F -2.043 0.083 -2.520  0.211
21 H 3.412 -0.254 1.471  0.067
22 H 3.396 -1.992 1.461  0.072
23 H 3.111 -1.188 -0.034  0.065
24 H 0.890 -1.509 0.386  0.083
25 H 1.158 -1.806 2.056  0.104
26 H 0.072 0.092 2.483  0.074
27 H 1.608 0.826 2.151  0.085
28 H -0.052 2.659 0.571  0.060
29 H -0.146 0.844 -0.991  0.019
30 H 1.926 2.836 -0.512  0.078
31 H 2.715 1.531 0.346  0.062
32 H 1.834 0.030 -1.596  0.095
33 H 1.408 1.540 -2.410  0.115

The SMILES is CCC[PH2](CCF)S(=O)(=O)C(F)(F)C(F)(F)C(F)(F)F. The HOMO-LUMO gap is 0.3588 Ha. The molecular weight is 356.2 g/mol. As for the HOMO energy: -0.345 hartree. The value obtained for the energy is -54462.768 eV. The calculation puts the LUMO energy at 0.0140 Ha.


No. 6
Formula: C8H13IN3O7S4
Source: the Open Molecules 2025 dataset
Level of theory: ωB97M-V with the def2-TZVPD basis set

Last column: Löwdin charge in e.
Atoms and positions in Å:
1 O -1.795 4.626 2.317  -0.395
2 S -2.082 3.355 1.724  0.095
3 O -1.755 2.192 2.510  -0.396
4 I -4.524 3.374 1.451  0.465
5 N -1.622 3.290 0.216  -0.394
6 S -0.831 1.977 -0.276  0.494
7 O 0.447 1.805 0.367  -0.328
8 O -0.772 2.062 -1.720  -0.361
9 C -1.785 0.482 0.048  -0.279
10 C -1.089 -0.437 1.052  -0.501
11 S -2.184 -1.608 1.893  0.978
12 C -2.903 -0.621 3.118  -0.712
13 N -4.042 -0.002 3.081  0.049
14 N -4.173 0.652 4.295  0.052
15 C -3.100 0.370 4.959  -0.209
16 O -2.258 -0.437 4.311  0.034
17 H -2.802 0.686 0.365  0.064
18 H -1.828 -0.022 -0.909  0.092
19 H -0.515 0.142 1.758  0.068
20 H -0.380 -1.032 0.492  0.030
21 H -2.852 0.718 5.940  0.125
22 C 3.435 -0.379 -2.948  -0.217
23 C 4.048 -1.787 -2.884  -0.219
24 C 3.284 -2.568 -1.806  -0.221
25 S 1.633 -1.853 -1.756  0.669
26 O 1.448 -1.210 -0.483  -0.309
27 O 0.673 -2.805 -2.258  -0.324
28 C 1.924 -0.579 -2.973  -0.216
29 H 3.776 0.172 -3.823  0.113
30 H 3.717 0.190 -2.061  0.122
31 H 3.931 -2.281 -3.851  0.112
32 H 5.113 -1.754 -2.660  0.108
33 H 3.197 -3.628 -2.033  0.097
34 H 3.726 -2.436 -0.821  0.102
35 H 1.354 0.309 -2.698  0.106
36 H 1.585 -0.962 -3.935  0.108

The charge is -1. The HOMO-LUMO gap is 0.2951 Ha. The molecular weight is 518.4 g/mol. As for the HOMO energy: -0.216 hartree. The value obtained for the energy is -78751.622 eV. The calculation puts the LUMO energy at 0.0795 Ha.